Here is a cluster of 9 separate species, C51H92FN2O21P in total from the Open Molecules 2025 dataset. Energies are from ωB97M-V with the def2-TZVPD basis set.

Geometry as ORCA input:
```
! RIJCOSX wB97M-V def2-TZVPD def2/J DEFGRID3
* xyz 0 1
C -2.823 0.928 1.929
C -2.613 0.008 2.915
C -1.811 0.315 4.137
O -1.166 1.328 4.198
O -1.877 -0.624 5.106
C -0.720 -0.680 5.955
C 0.445 -1.458 5.330
C 1.266 -0.653 4.294
C 0.825 -0.963 2.834
C 1.930 -1.618 1.971
C 1.278 -2.433 0.814
C 1.776 -2.115 -0.616
C 3.120 -2.764 -0.743
N 4.117 -3.331 -0.786
P 2.106 -0.281 -0.879
C 0.587 0.675 -0.367
O 2.212 0.017 -2.511
C 0.805 -2.799 -1.663
C 0.438 -4.185 -1.191
N 0.134 -5.140 -0.629
C 1.432 -2.978 -3.092
C 1.834 -4.442 -3.345
O 2.921 -4.841 -3.065
O 0.926 -5.297 -3.945
C -0.530 -2.037 -1.830
F -0.405 -1.026 -2.774
C -1.730 -2.897 -2.246
C -2.627 -3.335 -1.046
H -2.565 0.729 0.887
H -3.293 1.897 2.111
H -3.079 -0.972 2.777
H -1.029 -1.252 6.839
H -0.413 0.299 6.331
H 1.120 -1.680 6.168
H 0.102 -2.419 4.935
H 1.254 0.418 4.506
H 2.314 -0.962 4.401
H 0.405 -0.061 2.380
H 0.027 -1.714 2.904
H 2.430 -2.327 2.642
H 2.698 -0.911 1.649
H 1.441 -3.490 1.038
H 0.189 -2.305 0.852
H -0.046 0.920 -1.226
H 0.982 1.625 0.003
H 0.007 0.157 0.399
H 2.775 0.784 -2.662
H 2.336 -2.396 -3.261
H 0.709 -2.728 -3.877
H 0.609 -5.913 -3.273
H -0.817 -1.533 -0.900
H -2.361 -2.236 -2.852
H -1.471 -3.736 -2.900
H -2.612 -4.420 -0.926
H -2.215 -2.894 -0.132
H -3.659 -3.011 -1.181
C 0.943 2.428 -7.064
C 2.308 3.056 -7.250
O 2.974 3.223 -5.998
C 3.746 2.284 -5.424
C 3.699 0.862 -5.927
O 4.399 2.583 -4.461
H 1.016 1.421 -6.654
H 0.415 2.371 -8.016
H 0.348 3.019 -6.366
H 2.928 2.505 -7.958
H 2.196 4.062 -7.655
H 2.896 0.333 -5.412
H 4.646 0.389 -5.682
H 3.571 0.765 -7.003
C -1.333 -5.269 -7.261
C -1.065 -4.123 -6.307
O -0.484 -3.007 -6.997
C -1.225 -2.064 -7.597
C -2.691 -2.332 -7.827
O -0.687 -1.066 -8.010
H -2.060 -4.995 -8.027
H -1.713 -6.135 -6.718
H -0.416 -5.552 -7.777
H -1.958 -3.823 -5.756
H -0.330 -4.439 -5.570
H -2.809 -2.865 -8.771
H -3.207 -1.376 -7.890
H -3.164 -2.892 -7.025
C -2.674 3.872 -5.772
C -3.475 3.805 -4.487
O -4.067 2.517 -4.303
C -3.435 1.495 -3.696
C -1.944 1.575 -3.483
O -4.059 0.511 -3.408
H -1.832 3.179 -5.756
H -2.288 4.880 -5.929
H -3.302 3.599 -6.621
H -2.883 4.092 -3.617
H -4.309 4.503 -4.540
H -1.434 1.193 -4.367
H -1.691 0.947 -2.636
H -1.585 2.577 -3.253
C -3.043 -0.896 -14.068
C -3.385 -0.945 -12.596
O -3.187 -2.258 -12.053
C -2.002 -2.656 -11.570
C -0.768 -1.859 -11.912
O -1.936 -3.679 -10.940
H -1.990 -1.116 -14.242
H -3.259 0.091 -14.474
H -3.624 -1.640 -14.615
H -2.841 -0.205 -12.021
H -4.444 -0.726 -12.462
H -0.361 -2.220 -12.856
H -0.032 -2.018 -11.126
H -0.943 -0.787 -11.975
C -1.298 5.538 -10.901
C -2.461 4.569 -10.852
O -2.407 3.624 -11.925
C -1.735 2.465 -11.852
C -0.728 2.263 -10.748
O -1.895 1.638 -12.709
H -0.344 5.026 -10.771
H -1.395 6.291 -10.118
H -1.265 6.040 -11.868
H -2.538 4.062 -9.889
H -3.395 5.112 -10.992
H 0.239 2.651 -11.067
H -0.635 1.195 -10.560
H -1.019 2.720 -9.804
C -2.937 1.523 10.486
C -1.930 0.611 9.816
O -1.525 -0.454 10.683
C -2.179 -1.626 10.773
C -3.571 -1.730 10.200
O -1.677 -2.540 11.371
H -3.859 0.994 10.727
H -3.181 2.364 9.836
H -2.532 1.908 11.422
H -2.292 0.223 8.863
H -1.024 1.175 9.597
H -4.291 -1.416 10.954
H -3.757 -2.771 9.948
H -3.715 -1.152 9.289
C 0.583 -1.675 12.913
C 2.086 -1.531 13.020
O 2.464 -0.292 13.641
C 2.591 -0.142 14.968
C 2.012 -1.192 15.885
O 3.092 0.863 15.398
H 0.117 -1.708 13.901
H 0.325 -2.582 12.383
H 0.160 -0.828 12.385
H 2.551 -2.377 13.529
H 2.520 -1.495 12.021
H 0.968 -0.953 16.085
H 2.565 -1.167 16.821
H 2.090 -2.204 15.496
C 4.998 3.269 14.102
C 6.362 3.804 13.724
O 6.392 5.236 13.721
C 6.661 5.970 14.815
C 6.611 5.309 16.171
O 6.859 7.148 14.696
H 4.723 3.550 15.118
H 4.976 2.182 14.033
H 4.235 3.676 13.438
H 7.154 3.400 14.357
H 6.601 3.508 12.703
H 5.590 5.351 16.550
H 7.259 5.866 16.844
H 6.961 4.279 16.171
*
```

Output
ΔE to the lowest compared entry with this formula, charge and spin: 163.84 kJ/mol
frontier orbital gap: 0.2975 Eh
maximum force: 2.23 eV Å⁻¹
SMILES string: C=CC(=O)OCCCCCC[C@](C#N)(P(C)O)[C@](C#N)(CC(=O)O)[C@@H](F)CC.CCOC(C)=O.CCOC(C)=O.CCOC(C)=O.CCOC(C)=O.CCOC(C)=O.CCOC(C)=O.CCOC(C)=O.CCOC(C)=O